Entry 1:
ORCA calculation (the ωB97M-V functional and the def2-TZVPD basis) on a structure of composition C6H8INO2S.

Last column: Mulliken charge in e.
CARTESIAN COORDINATES (ANGSTROEM)
C 1.646 0.233 0.641  -0.682
C 0.047 2.146 0.371  -0.676
C -0.989 -1.445 -1.368  -0.453
C 1.074 1.309 -0.376  -0.347
C 0.154 -0.263 0.878  -0.047
C -0.392 0.755 -0.051  0.554
N -1.424 0.390 -0.916  -0.965
O 1.241 -2.481 -0.126  -0.702
O -1.021 -2.567 0.935  -0.612
S -0.074 -1.874 0.154  1.169
I -3.162 0.101 0.314  0.162
H 2.100 -0.674 0.081  0.313
H 2.230 0.617 1.560  0.275
H 0.089 2.460 1.381  0.230
H -0.395 3.024 -0.153  0.286
H -1.966 -1.893 -1.624  0.361
H -0.289 -1.379 -2.238  0.317
H 1.473 1.748 -1.341  0.327
H -0.342 -0.207 1.879  0.489

Output
energy above the lowest of the compared OMol25 structures with the same formula, charge and spin = 112.6 kcal/mol
highest occupied orbital energy = -9.29 eV
lowest unoccupied orbital energy = -0.752 eV
gap between HOMO and LUMO = 8.54 eV

=====

Entry 2:
ORCA calculation (the ωB97M-V functional and the def2-TZVPD basis) on a structure of composition HKLiO2.

Last column: Löwdin spin population.
CARTESIAN COORDINATES (ANGSTROEM)
O -0.205 -0.018 -0.331  -0.368
O 0.816 0.457 -0.183  -0.460
Li -0.831 -0.824 1.258  0.457
K 1.907 0.317 1.955  0.471
H -1.688 0.068 -2.698  0.900

Output
energy above the lowest of the compared OMol25 structures with the same formula, charge and spin = 65.4 kcal/mol
highest occupied orbital energy (spin up / spin down) = -4.35 / -6.66 eV
2S+1 = 2
lowest unoccupied orbital energy (spin up / spin down) = -0.348 / -0.289 eV
gap between HOMO and LUMO (spin up / spin down) = 4.00 / 6.37 eV
expectation value of S² = 1.755

=====

Entry 3:
ORCA calculation (the ωB97M-V functional and the def2-TZVPD basis) on a structure of composition C11H18ErN4.

Last column: Löwdin spin population.
CARTESIAN COORDINATES (ANGSTROEM)
Er -0.267 0.420 0.173  3.019
C 2.401 -0.229 1.453  0.000
C 1.397 -0.527 2.573  0.000
N 0.079 -1.043 2.054  -0.005
C 0.148 -2.459 1.550  0.000
C -0.314 -2.582 0.111  0.000
C -1.048 -3.638 -0.388  0.000
C -1.346 -3.660 -1.749  -0.001
C -0.898 -2.640 -2.588  0.000
C -0.166 -1.608 -2.038  0.000
C 0.451 -0.474 -2.834  0.000
N 0.374 0.843 -2.110  -0.005
C 1.719 1.494 -1.909  0.000
C 2.562 0.797 -0.836  0.000
N 1.970 0.900 0.549  -0.005
N 0.108 -1.583 -0.708  -0.004
H 2.536 -1.114 0.831  0.000
H 3.364 -0.009 1.914  0.000
H 1.209 0.367 3.171  0.000
H 1.852 -1.265 3.237  0.000
H -0.553 -1.051 2.851  0.000
H -0.431 -3.128 2.184  0.000
H 1.183 -2.806 1.592  0.000
H -1.384 -4.438 0.259  0.000
H -1.934 -4.474 -2.159  0.000
H -1.119 -2.666 -3.647  0.000
H -0.021 -0.407 -3.813  0.000
H 1.498 -0.729 -3.009  0.000
H -0.155 1.471 -2.709  0.000
H 1.563 2.545 -1.656  0.000
H 2.287 1.472 -2.841  0.000
H 3.563 1.227 -0.860  0.000
H 2.661 -0.263 -1.072  0.000
H 2.310 1.766 0.961  0.000

Output
highest occupied orbital energy (spin up / spin down) = -20.45 / -20.45 eV
charge = +3
2S+1 = 4
lowest unoccupied orbital energy (spin up / spin down) = -11.515 / -11.474 eV
gap between HOMO and LUMO (spin up / spin down) = 8.93 / 8.98 eV
expectation value of S² = 3.753

=====

Entry 4:
ORCA calculation (the ωB97M-V functional and the def2-TZVPD basis) on the molecule C5H7F3O2S.

Last column: Mulliken charge in e.
CARTESIAN COORDINATES (ANGSTROEM)
C 0.435 -0.473 -0.352  -1.035
C 1.508 -1.283 0.335  -0.678
C 0.271 0.954 0.302  1.397
C 1.281 1.913 -0.232  0.107
C -1.160 1.464 0.132  -1.378
O 3.742 -0.590 -1.212  -0.530
O 4.065 -0.618 1.245  -0.528
F 0.562 0.801 1.679  -0.372
F 1.440 3.095 0.427  -0.239
F 1.140 2.084 -1.578  -0.235
S 3.209 -0.294 0.127  0.888
H 0.743 -0.498 -1.362  0.417
H -0.518 -1.081 -0.228  0.379
H 1.357 -1.373 1.460  0.404
H 1.495 -2.216 -0.301  0.405
H -1.356 2.592 0.219  0.315
H -1.549 1.076 1.080  0.379
H -1.634 1.038 -0.827  0.305

Output
energy above the lowest of the compared OMol25 structures with the same formula, charge and spin = 56.2 kcal/mol
highest occupied orbital energy (spin up / spin down) = -9.33 / -9.41 eV
lowest unoccupied orbital energy (spin up / spin down) = -0.509 / -1.890 eV
gap between HOMO and LUMO (spin up / spin down) = 8.82 / 7.52 eV